[1]
DFT (wB97M-V/def2-TZVPD) results for an isolated molecule of C2H3FS at a distorted geometry.

As for the SMILES: CC(F)=S. Its LUMO energy (spin up / spin down) is 0.0018 / 0.0018 hartree. The calculation puts the HOMO energy (spin up / spin down) at -9.44 / -9.44 eV. As for the total charge: 0. For the energy above the lowest of the compared OMol25 structures with the same formula, charge and spin, the calculation gives 0.854 eV.

Each line ends with the Mulliken charge.
Atoms and positions in Å:
C 0.1532 -0.0682 -0.0938  -0.678
C 1.9675 -0.2676 0.0150  0.304
F 2.2579 -1.5636 0.2919  -0.181
S 3.1524 0.7934 -0.1366  -0.230
H -0.0558 1.0518 -0.2045  0.261
H -0.0233 -0.4680 0.9735  0.238
H -0.3756 -0.7243 -0.7956  0.286

Cartesian forces, eV/Å:
3.4 0.2 2.4
-2.9 -0.2 -0.9
-0.6 0.8 -0.1
-0.6 -0.1 0.1
0.4 -1.9 0.2
-0.3 0.9 -1.6
0.7 0.3 -0.1

[2]
DFT (wB97M-V/def2-TZVPD) results for a structure of composition C2H3I2NO at a distorted geometry.

Its LUMO energy (spin up / spin down) is -0.0515 / -0.0295 hartree. The calculation puts the HOMO energy (spin up / spin down) at -9.36 / -8.43 eV. As for the total charge: 0. For the energy above the lowest of the compared OMol25 structures with the same formula, charge and spin, the calculation gives 4.290 eV.

Each line ends with the Mulliken charge.
Atoms and positions in Å:
C -0.9387 -0.6139 0.7794  0.854
C -2.1545 -0.0389 0.2858  -0.690
N 0.2719 0.0207 0.8174  -0.430
O -1.2379 -1.7205 1.1789  -0.547
I -3.8087 -1.2248 -0.1111  0.196
I -2.4084 2.0453 0.0755  0.093
H -0.9684 -0.5175 -2.0957  0.031
H 0.4486 0.7115 0.0458  0.238
H 1.0391 -0.5283 1.1054  0.256

Cartesian forces, eV/Å:
-0.9 -0.4 -0.2
-1.1 2.5 -1.4
-1.0 1.5 -1.6
2.0 -1.7 1.3
0.4 0.4 0.1
0.1 -0.5 0.0
0.0 0.0 0.1
-0.2 -1.0 1.4
0.8 -0.6 0.2

[3]
DFT (wB97M-V/def2-TZVPD) results for a structure of composition C2H3I3O2 at a distorted geometry.

Its LUMO energy is -0.0161 hartree. The calculation puts the HOMO energy at -9.16 eV. As for the total charge: 0. For the energy above the lowest of the compared OMol25 structures with the same formula, charge and spin, the calculation gives 0.587 eV.

Each line ends with the Mulliken charge.
Atoms and positions in Å:
C 0.2149 0.2021 -1.0337  -0.805
C -0.0866 0.1644 0.5137  0.158
O -1.3160 -0.3356 0.6992  -0.343
O 0.7962 -0.5907 1.2174  -0.463
I -0.9960 1.4148 -2.3025  0.221
I -0.2555 2.2277 1.3559  -0.009
I 0.1691 -1.9241 -1.4797  0.137
H 1.3736 0.3128 -1.1282  0.477
H -1.4780 -0.8819 1.4129  0.282
H 1.5785 -0.5895 0.7452  0.344

Cartesian forces, eV/Å:
2.3 -0.9 1.1
-1.0 0.5 -0.3
-1.4 1.6 -3.0
-1.8 0.4 1.4
0.6 -0.5 0.5
0.5 0.1 -0.1
-0.2 -0.1 -0.8
-2.3 0.8 -0.2
0.2 -1.6 2.6
3.0 -0.2 -1.1

[4]
DFT (wB97M-V/def2-TZVPD) results for a cluster of 2 separate species, C2H3IN2O in total at a distorted geometry.

As for the SMILES: N=C=C=O.NI. Its LUMO energy is -0.0480 hartree. The calculation puts the HOMO energy at -8.54 eV. As for the total charge: 0. For the energy above the lowest of the compared OMol25 structures with the same formula, charge and spin, the calculation gives 3.965 eV.

Each line ends with the Mulliken charge.
Atoms and positions in Å:
N -1.3621 1.0582 1.3422  -0.506
C -1.2554 -0.2314 1.4614  0.095
C -1.5773 -1.4334 1.5686  0.616
O -1.6682 -2.6054 1.8001  -0.468
H -0.5865 1.6861 1.8533  0.289
N 0.5250 -0.9646 -0.3766  -0.791
I 2.1187 -0.6595 0.8665  0.138
H 0.3595 -1.9557 -0.2479  0.324
H 0.7971 -0.6851 -1.3486  0.303

Cartesian forces, eV/Å:
1.4 -1.6 1.2
0.6 7.0 0.2
-0.5 -4.7 0.5
-0.1 1.8 -0.5
-1.7 -2.3 -1.2
0.3 0.5 -0.5
0.2 0.2 0.0
0.0 -0.1 -0.8
-0.3 -0.9 1.2

[5]
DFT (wB97M-V/def2-TZVPD) results for an isolated molecule of C2H3IN2O at a distorted geometry.

Its LUMO energy is -0.0283 hartree. The calculation puts the HOMO energy at -9.13 eV. As for the total charge: 0. For the energy above the lowest of the compared OMol25 structures with the same formula, charge and spin, the calculation gives 4.488 eV.

Each line ends with the Mulliken charge.
Atoms and positions in Å:
C -0.6277 0.8992 -0.1576  -0.067
C -0.4924 -0.6522 -0.0561  -0.041
N -1.8030 1.2262 -0.4283  -0.087
N -2.6508 0.4207 -0.9125  -0.296
O -1.5788 -1.1992 -0.6023  -0.492
I -4.2985 -0.0694 0.1665  0.241
H 0.2089 1.6510 0.0875  0.325
H 0.5373 -0.8533 -0.6792  0.180
H -0.2534 -1.0290 0.9662  0.237

Cartesian forces, eV/Å:
1.8 0.3 1.6
2.7 -0.5 -1.4
-0.3 1.3 -0.2
1.0 -1.8 -0.3
-0.8 0.9 -0.4
-0.4 0.2 0.4
-1.6 -1.3 -0.5
-2.1 0.3 1.0
-0.3 0.7 -0.2

[6]
DFT (wB97M-V/def2-TZVPD) results for a cluster of 2 separate species, C2H3IN3O3 in total at a distorted geometry.

Its LUMO energy is 0.1195 hartree. The calculation puts the HOMO energy at -2.47 eV. As for the total charge: -1. For the energy above the lowest of the compared OMol25 structures with the same formula, charge and spin, the calculation gives 0.874 eV.

Each line ends with the Mulliken charge.
Atoms and positions in Å:
C 1.3612 -0.5648 -1.0319  0.319
C -2.8489 0.5348 1.5796  0.713
N 1.6257 0.7330 -1.6638  -0.541
N 0.2157 -0.3387 -0.3055  0.255
N -0.4504 -1.3673 0.3225  -0.828
O -2.0349 1.3502 1.5360  -0.388
O 1.8653 -1.5835 -1.4280  -0.578
O -3.7689 -0.1129 1.6683  -0.369
I -0.5207 -1.3586 2.3718  -0.284
H 1.8254 1.5016 -1.1029  0.202
H 2.4746 0.6302 -2.1060  0.251
H 0.2560 0.5760 0.1601  0.248

Cartesian forces, eV/Å:
-1.6 2.1 -0.6
1.8 2.0 0.1
-0.4 -1.7 -0.6
1.0 -0.6 2.0
-1.2 -0.5 -1.4
0.9 0.8 -0.4
0.4 -0.3 0.1
-2.8 -2.5 0.1
0.8 -0.2 1.1
-0.4 1.5 1.9
2.2 -0.6 -1.8
-0.6 -0.2 -0.5

[7]
DFT (wB97M-V/def2-TZVPD) results for a structure of composition C2H3IN4 at a distorted geometry.

Its LUMO energy (spin up / spin down) is -0.0186 / -0.0548 hartree. The calculation puts the HOMO energy (spin up / spin down) at -8.71 / -9.56 eV. As for the total charge: 0. For the energy above the lowest of the compared OMol25 structures with the same formula, charge and spin, the calculation gives 3.996 eV.

Each line ends with the Mulliken charge.
Atoms and positions in Å:
C 0.8059 -1.5305 -0.3654  -0.201
C 1.0291 0.3430 0.5054  0.028
N 1.7742 -0.6143 0.0740  -0.502
N -0.4075 -1.1179 -0.2342  -0.734
N -0.3040 0.0572 0.3425  1.077
N -1.2814 0.9261 0.4175  -0.702
I -2.9644 0.1953 -0.2655  0.228
H 1.0001 -2.4435 -0.8293  0.436
H 1.4673 1.3376 0.8871  0.343
H -1.1191 2.8470 -0.5321  0.028

Cartesian forces, eV/Å:
1.1 1.3 0.5
1.4 2.8 1.0
-0.7 -1.4 -0.4
-0.7 -1.6 -0.5
1.2 0.8 -0.1
0.1 1.4 1.0
-1.6 -0.2 -0.4
0.6 -1.2 -0.5
-1.3 -1.8 -0.5
0.1 -0.2 0.0

[8]
DFT (wB97M-V/def2-TZVPD) results for the ion C2H3INO2 with charge +1 at a distorted geometry.

As for the SMILES: C[N+](=O)C(=O)I. Its LUMO energy (spin up / spin down) is -0.3210 / -0.3210 hartree. The calculation puts the HOMO energy (spin up / spin down) at -15.05 / -15.05 eV. As for the total charge: +1. For the energy above the lowest of the compared OMol25 structures with the same formula, charge and spin, the calculation gives 2.735 eV.

Each line ends with the Mulliken charge.
Atoms and positions in Å:
C -1.1018 0.1763 0.0122  -0.789
N 0.2109 0.5211 0.0102  0.607
O 0.5032 1.6575 -0.0110  -0.225
C 1.1801 -0.5575 0.0236  0.254
O 0.7858 -1.8589 -0.0004  -0.342
I 3.2128 -0.0073 -0.0004  0.377
H -1.8308 0.9575 -0.0144  0.380
H -1.6401 -0.4876 0.8186  0.348
H -1.3199 -0.4012 -0.8383  0.390

Cartesian forces, eV/Å:
-5.7 -2.1 1.7
-0.2 0.8 0.8
1.2 0.4 0.0
1.4 -9.2 -0.4
1.7 9.3 0.2
-1.2 -0.2 0.1
0.5 1.4 -0.1
2.2 0.7 -0.8
0.1 -1.2 -1.5

[9]
DFT (wB97M-V/def2-TZVPD) results for a cluster of 2 separate species, C2H3IO in total at a distorted geometry.

Its LUMO energy (spin up / spin down) is -0.0135 / -0.0568 hartree. The calculation puts the HOMO energy (spin up / spin down) at -8.69 / -9.01 eV. As for the total charge: 0. For the energy above the lowest of the compared OMol25 structures with the same formula, charge and spin, the calculation gives 3.358 eV.

Each line ends with the Mulliken charge.
Atoms and positions in Å:
C 0.8610 -0.6391 -0.9167  0.181
C -0.9681 0.6775 0.5882  -0.942
O 0.4711 -1.3258 -1.7804  -0.264
I 2.7209 -0.7052 0.2633  0.022
H -0.1123 1.2460 1.1445  0.321
H -1.3620 -0.3546 0.7753  0.327
H -1.6104 1.1012 -0.0742  0.356

Cartesian forces, eV/Å:
-2.1 -1.1 -1.8
2.7 -1.8 2.1
1.1 1.4 1.8
0.6 -0.1 0.3
-2.1 -1.5 -1.1
1.1 1.0 0.6
-1.3 2.0 -1.9

[10]
DFT (wB97M-V/def2-TZVPD) results for an isolated molecule of C2H3IO2 at a distorted geometry.

As for the SMILES: CC(=O)OI. Its LUMO energy is -0.0739 hartree. The calculation puts the HOMO energy at -10.28 eV. As for the total charge: 0. For the energy above the lowest of the compared OMol25 structures with the same formula, charge and spin, the calculation gives 2.361 eV.

Each line ends with the Mulliken charge.
Atoms and positions in Å:
C 0.1691 -0.2472 0.0063  -0.759
C 0.6136 -0.9467 1.2976  0.711
O 1.1900 -0.4047 2.2492  -0.565
O 0.2104 -2.2064 1.0852  -0.558
I -0.2233 -4.0774 1.8892  0.366
H -0.3718 0.6841 0.4249  0.238
H 1.0805 0.3156 -0.3291  0.257
H -0.4079 -1.0051 -0.4460  0.310

Cartesian forces, eV/Å:
1.2 3.3 3.2
1.4 1.9 2.3
-1.6 -2.1 -2.3
-0.5 -1.9 0.2
0.7 1.7 0.0
0.0 -1.7 -0.8
-0.7 -1.3 -0.8
-0.4 0.2 -1.8